{"formula": "C70H177N11O26", "method": "ωB97M-V with the def2-TZVPD basis set", "charge": 0, "multiplicity": 1, "homo_energy_ev": -7.9, "gap_ev": 8.29, "elements": ["C", "C", "O", "O", "H", "H", "H", "H", "H", "H", "C", "C", "O", "O", "H", "H", "H", "H", "H", "H", "C", "O", "C", "C", "N", "C", "C", "O", "C", "H", "H", "H", "H", "H", "H", "H", "H", "H", "H", "H", "H", "H", "H", "H", "C", "O", "C", "C", "N", "C", "C", "O", "C", "H", "H", "H", "H", "H", "H", "H", "H", "H", "H", "H", "H", "H", "H", "H", "C", "O", "C", "C", "N", "C", "C", "O", "C", "H", "H", "H", "H", "H", "H", "H", "H", "H", "H", "H", "H", "H", "H", "H", "C", "O", "C", "C", "N", "C", "C", "O", "C", "H", "H", "H", "H", "H", "H", "H", "H", "H", "H", "H", "H", "H", "H", "H", "C", "O", "C", "C", "N", "C", "C", "O", "C", "H", "H", "H", "H", "H", "H", "H", "H", "H", "H", "H", "H", "H", "H", "H", "C", "O", "C", "C", "N", "C", "C", "O", "C", "H", "H", "H", "H", "H", "H", "H", "H", "H", "H", "H", "H", "H", "H", "H", "C", "O", "C", "C", "N", "C", "C", "O", "C", "H", "H", "H", "H", "H", "H", "H", "H", "H", "H", "H", "H", "H", "H", "H", "C", "O", "C", "C", "N", "C", "C", "O", "C", "H", "H", "H", "H", "H", "H", "H", "H", "H", "H", "H", "H", "H", "H", "H", "C", "O", "C", "C", "N", "C", "C", "O", "C", "H", "H", "H", "H", "H", "H", "H", "H", "H", "H", "H", "H", "H", "H", "H", "C", "O", "C", "C", "N", "C", "C", "O", "C", "H", "H", "H", "H", "H", "H", "H", "H", "H", "H", "H", "H", "H", "H", "H", "C", "O", "C", "C", "N", "C", "C", "O", "C", "H", "H", "H", "H", "H", "H", "H", "H", "H", "H", "H", "H", "H", "H", "H"], "xyz": [[0.095872, 1.990658, 5.129946], [0.410046, 2.323223, 6.636446], [1.335392, 1.335787, 7.202120], [1.246252, 2.219406, 4.343047], [-0.693011, 2.648368, 4.765019], [-0.333679, 0.989912, 5.175737], [-0.501554, 2.274137, 7.232003], [0.891716, 3.300571, 6.606788], [2.203210, 1.452086, 6.808464], [1.158392, 1.954076, 3.424634], [4.564928, 3.051164, 5.235024], [3.820763, 4.351003, 5.514736], [2.781355, 4.581482, 4.619770], [3.754579, 1.960582, 5.578233], [5.498623, 3.095442, 5.795694], [4.704778, 2.844312, 4.174009], [4.459888, 5.224675, 5.387020], [3.355254, 4.453593, 6.494985], [2.171371, 3.854984, 4.767130], [3.059828, 1.867556, 4.922302], [-1.040130, 3.583457, -0.688592], [-0.017198, 3.794125, 0.340507], [0.268624, 5.126697, 0.603791], [1.626090, 5.270643, 1.414259], [2.720360, 5.420715, 0.509537], [3.976186, 5.419633, 1.242005], [5.202356, 5.716932, 0.333166], [5.443503, 4.523908, -0.423071], [6.668980, 4.539390, -1.195509], [-2.056200, 3.867452, -0.414659], [-1.068572, 2.558525, -1.058471], [-0.874372, 4.119796, -1.622917], [-0.508854, 5.502080, 1.269169], [0.276645, 5.721470, -0.309602], [1.745148, 4.347912, 1.982135], [1.399732, 6.065641, 2.124787], [2.779412, 4.726614, -0.221781], [4.108529, 4.516568, 1.837868], [3.937348, 6.285385, 1.903126], [6.072995, 5.961119, 0.941832], [5.110349, 6.507971, -0.411077], [6.556245, 4.948851, -2.199372], [7.115548, 3.546538, -1.249518], [7.396584, 5.240251, -0.786266], [2.560812, -2.817375, -9.993577], [1.294007, -2.154807, -10.029596], [0.241756, -2.903341, -9.545451], [0.305936, -3.228348, -8.025422], [0.207944, -2.056333, -7.181673], [-0.222191, -2.455956, -5.818976], [-0.204615, -1.301036, -4.818274], [-0.460707, -1.790624, -3.501630], [-0.655811, -0.747222, -2.542094], [2.502153, -3.694091, -10.638573], [2.907329, -3.199797, -9.033487], [3.229240, -2.057948, -10.399257], [0.263022, -3.886368, -10.015895], [-0.623606, -2.323900, -9.867148], [1.151517, -3.864143, -7.762995], [-0.597821, -3.832073, -7.942745], [1.022847, -1.497510, -7.390825], [0.266653, -3.379384, -5.508492], [-1.253379, -2.808324, -5.843384], [-0.888469, -0.528993, -5.170986], [0.731100, -0.743374, -4.857743], [0.164251, -0.034790, -2.452400], [-0.674254, -1.122296, -1.518819], [-1.669358, -0.410812, -2.760390], [-3.458573, 1.034777, 1.004015], [-2.076560, 0.878046, 0.711262], [-1.373944, 0.683711, 1.962715], [0.079286, 0.234459, 1.816736], [0.947848, 1.426857, 1.769243], [2.348250, 1.078882, 1.738126], [2.830046, 0.083995, 0.672862], [2.613670, 0.652952, -0.623572], [3.374146, 1.791566, -0.977712], [-3.961875, 1.308418, 0.076702], [-3.657905, 1.773695, 1.780133], [-3.874011, 0.087476, 1.347722], [-1.976540, 0.034237, 2.597678], [-1.363055, 1.650290, 2.466412], [0.188080, -0.275046, 0.859305], [0.433383, -0.386360, 2.639723], [0.800471, 1.876110, 0.876741], [2.614490, 0.597298, 2.679024], [2.945472, 1.989974, 1.774731], [2.238678, -0.830969, 0.637982], [3.877182, -0.217478, 0.646041], [2.794556, 2.697963, -0.802753], [3.782873, 1.824489, -1.987641], [4.256959, 1.963430, -0.361922], [-1.326580, -1.661927, 4.965846], [-0.554304, -1.999371, 3.866223], [0.467424, -2.859893, 4.023329], [1.004445, -3.238354, 2.661757], [-0.056975, -3.840113, 1.831258], [0.175976, -3.568625, 0.446423], [-1.216058, -3.626615, -0.338841], [-2.028229, -2.608344, 0.277223], [-3.362508, -2.499460, -0.108640], [-1.748303, -2.538070, 5.458422], [-2.127544, -1.002301, 4.631993], [-0.727103, -1.220888, 5.762226], [0.279153, -3.783175, 4.571244], [1.184798, -2.327414, 4.647780], [1.828754, -3.943922, 2.765649], [1.475137, -2.334112, 2.275882], [-0.797936, -3.183043, 2.029637], [0.907443, -4.309318, 0.123245], [0.702824, -2.625145, 0.303664], [-1.624084, -4.633286, -0.248066], [-0.977224, -3.404793, -1.378963], [-3.898409, -1.996671, 0.696413], [-3.924204, -3.421213, -0.260157], [-3.353154, -1.855320, -0.987896], [6.880283, -0.180970, -1.544637], [7.489128, -1.367437, -0.858934], [7.335970, -1.448215, 0.546196], [7.909190, -2.816141, 0.909258], [8.033241, -3.077144, 2.338476], [9.192045, -2.469365, 3.002895], [9.502815, -3.097682, 4.410630], [8.749585, -2.353349, 5.377903], [9.012339, -2.837492, 6.704388], [6.901496, 0.546781, -0.733444], [5.837578, -0.310505, -1.834636], [7.577616, 0.078315, -2.341258], [6.261136, -1.408463, 0.722998], [7.843957, -0.612712, 1.027846], [8.778611, -3.054411, 0.296541], [7.156882, -3.566179, 0.665178], [7.243222, -2.768925, 2.887105], [8.990199, -1.438745, 3.294774], [10.057379, -2.534350, 2.343304], [10.537758, -2.991225, 4.735671], [9.214695, -4.148903, 4.407071], [8.426333, -2.246924, 7.408603], [10.065059, -2.905272, 6.978776], [8.608152, -3.846114, 6.790442], [-4.337216, -1.177482, -5.491143], [-5.687172, -0.775535, -5.106116], [-6.278948, -1.338043, -3.905288], [-7.524910, -0.580154, -3.547130], [-7.254883, 0.783899, -3.088887], [-6.508356, 0.943312, -1.868388], [-7.150860, 0.292062, -0.659183], [-6.568662, 0.749784, 0.516113], [-6.997454, 0.077499, 1.714746], [-4.006100, -0.847932, -6.475959], [-4.054169, -2.222369, -5.363919], [-3.729236, -0.519031, -4.870736], [-5.499442, -1.426886, -3.148595], [-6.547202, -2.359368, -4.175523], [-8.084843, -1.045414, -2.735891], [-8.157210, -0.490455, -4.430448], [-6.879430, 1.305168, -3.868268], [-6.432816, 2.002440, -1.622130], [-5.495362, 0.540876, -1.865523], [-6.969147, -0.774676, -0.790199], [-8.232504, 0.426151, -0.672536], [-6.761994, -0.976858, 1.859609], [-8.068783, 0.265384, 1.785847], [-6.435932, 0.600234, 2.489057], [-3.964981, -4.206152, 6.964664], [-4.428534, -3.245459, 5.959782], [-5.816361, -3.346381, 5.567468], [-6.652915, -2.726594, 6.753132], [-6.416447, -1.301697, 7.029868], [-6.809499, -0.416678, 5.915654], [-6.225250, 0.993814, 6.210514], [-4.832747, 1.191909, 5.911275], [-4.527440, 1.193005, 4.523589], [-3.394544, -3.703042, 7.745429], [-3.166389, -4.817592, 6.544551], [-4.732903, -4.866962, 7.366793], [-6.040528, -4.401892, 5.413383], [-5.846487, -2.970323, 4.544850], [-6.430407, -3.325633, 7.636164], [-7.718406, -2.894766, 6.596470], [-5.411053, -1.236547, 7.100753], [-7.896801, -0.372242, 5.853285], [-6.310109, -0.684475, 4.984529], [-6.347950, 1.181589, 7.277186], [-6.910555, 1.757242, 5.842225], [-3.573209, 1.593617, 4.181449], [-5.372901, 1.598732, 3.967992], [-4.505486, 0.153521, 4.196340], [-13.064693, 4.623892, -4.064186], [-12.372697, 5.307962, -3.001507], [-11.301963, 4.608539, -2.410627], [-10.650142, 5.581474, -1.442436], [-9.610614, 4.951592, -0.663958], [-8.314073, 4.963804, -1.363724], [-7.257354, 4.570209, -0.316962], [-5.972979, 5.086205, -0.617610], [-4.839153, 4.616443, 0.156708], [-13.549430, 5.359271, -4.706325], [-13.919295, 4.057023, -3.694845], [-12.405064, 4.043574, -4.709335], [-10.601542, 4.261704, -3.170365], [-11.743371, 3.766841, -1.876956], [-11.529929, 5.800572, -0.837404], [-10.352801, 6.499711, -1.948945], [-9.523720, 5.314288, 0.274664], [-8.054923, 5.977038, -1.670784], [-8.119395, 4.316571, -2.218882], [-7.030991, 3.505227, -0.265318], [-7.505825, 4.867930, 0.701719], [-3.895863, 5.071482, -0.145344], [-4.653610, 3.544631, 0.086678], [-4.894828, 4.764215, 1.235212], [-3.532385, 2.321495, -2.864892], [-2.559135, 2.732136, -3.762880], [-3.100853, 2.880954, -5.072260], [-1.987307, 3.444908, -5.995028], [-0.770185, 2.541282, -6.169112], [0.086169, 2.343809, -5.032554], [0.829905, 3.623124, -4.634287], [1.554197, 3.513642, -3.404400], [2.329961, 4.672911, -3.030941], [-2.962473, 2.180472, -1.946518], [-4.058718, 1.394227, -3.091258], [-4.288785, 3.101978, -2.782366], [-3.936447, 3.580623, -5.090937], [-3.515248, 1.973182, -5.510807], [-1.635299, 4.403792, -5.614571], [-2.458144, 3.736632, -6.933811], [-1.130127, 1.605449, -6.290589], [0.724444, 1.527827, -5.371484], [-0.521904, 1.940142, -4.222995], [0.204752, 4.506728, -4.505713], [1.514959, 3.866600, -5.446393], [1.662025, 5.523389, -2.894359], [3.010730, 4.863662, -3.860561], [2.992819, 4.477166, -2.188095], [6.022800, -7.438940, -6.186556], [5.463880, -7.456515, -4.893776], [4.162584, -7.940568, -4.938129], [3.341867, -7.612911, -3.626075], [3.019714, -6.207653, -3.796394], [2.274549, -5.681051, -2.694191], [2.144787, -4.176325, -2.885193], [3.365127, -3.460666, -2.765932], [3.221188, -2.061177, -2.846388], [6.424755, -8.430264, -6.395893], [6.924230, -6.826307, -6.201185], [5.371474, -7.062115, -6.975145], [4.213110, -9.010099, -5.142252], [3.618394, -7.576308, -5.809489], [3.995860, -7.710160, -2.759511], [2.502815, -8.303717, -3.543072], [3.798672, -5.565397, -3.824990], [2.865358, -5.805777, -1.786732], [1.329180, -6.211122, -2.578450], [1.428469, -3.837785, -2.136610], [1.576874, -3.967015, -3.791710], [3.070350, -1.598608, -1.871004], [2.518076, -1.686724, -3.590388], [4.177373, -1.596088, -3.086183], [3.904267, -3.950148, 0.536432], [3.981711, -3.155941, 1.711400], [4.565222, -3.851869, 2.776607], [4.893011, -2.871023, 3.871214], [5.846352, -1.848414, 3.489601], [6.017713, -0.822054, 4.535011], [6.725484, 0.394297, 3.903898], [5.909436, 0.787119, 2.850617], [6.412675, 1.816166, 2.139534], [3.490248, -3.336073, -0.263316], [3.342619, -4.880002, 0.625949], [4.925451, -4.230442, 0.278152], [5.540645, -4.266263, 2.521800], [3.981355, -4.705307, 3.121342], [5.462097, -3.473260, 4.579407], [3.961607, -2.497598, 4.296812], [5.603627, -1.455633, 2.591325], [6.540034, -1.171637, 5.425557], [5.001061, -0.573029, 4.839177], [7.706555, 0.131434, 3.508291], [6.819574, 1.145705, 4.687888], [7.347972, 1.496361, 1.680155], [6.460628, 2.738778, 2.717977], [5.722407, 2.118381, 1.351938]], "forces_ev_per_angstrom": [[-0.5039, 0.5563, 1.5271], [1.4071, -1.2981, -1.4760], [-1.5162, 0.7190, -0.2351], [0.6313, -0.2031, 1.8626], [-0.2577, 0.2126, 0.1388], [0.5108, -0.4421, -0.6677], [0.1536, 0.2255, -0.0530], [-0.1982, 0.2789, 0.5471], [0.3556, 0.2786, -0.2048], [-0.8621, -0.0735, -1.2893], [-0.8574, 0.5701, -0.1010], [0.4832, 1.0541, -0.3757], [-0.6464, -0.0126, -0.9027], [0.0531, -1.1297, 1.5721], [0.0450, -0.6226, 0.0211], [0.7927, 1.1075, -0.2798], [0.4874, -0.0983, 0.1394], [0.6686, -0.6552, 0.6539], [-0.6432, -0.2325, -0.4968], [-0.3806, 0.0355, -0.3201], [0.5972, 0.2462, -0.2141], [-1.1173, -1.5433, -1.9702], [0.7032, 0.6101, 1.3759], [-2.6179, -1.4410, -1.5040], [1.3067, 1.1168, 0.0465], [0.6827, 1.7067, -1.1659], [-0.3500, -1.3512, -0.1520], [1.1592, -0.4935, -0.5299], [-0.4456, 0.7184, 0.4091], [0.0433, -0.0140, 0.7412], [0.3521, -0.2314, 0.8383], [0.6659, 0.5958, 0.0974], [-0.3237, 0.3499, -0.0155], [0.2021, 0.1582, -0.1043], [-0.2522, -0.1811, 0.4945], [0.9743, 0.3992, -0.1721], [-0.5498, -0.2413, 0.1879], [0.3618, -0.1931, 0.1038], [-0.0768, -0.1236, 0.4493], [0.1653, -0.1304, 0.2515], [-0.6863, 0.4767, 0.3462], [-0.6210, -0.2790, -0.2957], [-0.2779, -0.0191, 0.1132], [0.1470, -0.1602, 0.6343], [-0.6224, 0.4442, -0.7587], [1.6234, 0.5102, 0.3126], [0.3559, -0.6281, 0.9125], [-1.2545, 0.5924, -1.2826], [-1.1150, -0.7302, -0.0789], [0.2651, 0.5511, -0.3572], [0.6503, -0.2738, 0.0870], [0.5715, 0.1166, -0.3453], [-0.4204, -0.7306, 0.1380], [0.1854, -0.0865, -0.3380], [-0.2073, 0.4456, 0.3823], [0.3251, -0.4179, 0.1065], [-0.3213, -0.2956, -0.4375], [-0.3749, -0.3497, 0.5411], [0.2244, -0.2131, -0.1452], [-0.1033, -0.1684, 0.5702], [0.1080, 0.2835, 1.1196], [0.7937, 0.2278, 0.5366], [-0.3555, 0.2323, -0.5251], [-0.8355, -0.0597, 0.2642], [0.6221, -0.2605, 0.2186], [-0.1419, 0.5132, -0.8676], [-0.2117, -0.7729, -0.1280], [0.1752, 1.1416, 0.2172], [0.3470, -0.3348, -0.6509], [0.3221, -0.2188, 0.9295], [-0.2240, 0.3111, -0.1269], [-0.1746, 0.8658, -0.7443], [0.2908, -0.5370, -0.5402], [1.5198, -1.3507, 1.0074], [-0.2563, 1.1037, -1.5097], [-0.2213, -0.0746, -1.2303], [0.3050, 0.7120, 0.9923], [-0.0074, 0.0504, 0.1334], [0.1151, 0.3480, 0.0101], [-0.1270, -0.1649, 0.0732], [0.1440, -0.5238, -0.0585], [0.0416, 0.2886, 0.1822], [-0.2312, -0.6076, 0.0897], [-0.4083, -0.0507, -0.0796], [-0.5606, 0.6873, 0.0271], [-0.0728, -0.1710, 0.4501], [0.0862, 0.1647, -0.4775], [-0.0200, -0.0030, 0.3483], [0.2579, 0.1544, 1.0636], [-0.3135, 0.0553, -0.2827], [-0.6299, -0.5800, -0.2992], [0.2071, -0.4681, 0.4491], [-0.0616, -0.4127, 0.9570], [-2.3551, 1.0226, -1.4515], [1.9908, -1.2144, 0.8689], [0.5623, -0.5244, 0.3801], [0.0756, 1.6564, 1.2603], [-0.7289, -0.9238, -1.1347], [1.9731, 0.7854, 1.0249], [1.0763, -1.2508, 0.3690], [-0.1503, 0.6493, -0.1298], [-0.3966, -0.3017, -0.2703], [0.1063, 0.0025, 0.1566], [0.2155, 0.5921, -0.0037], [-0.8747, -0.2020, 0.2239], [0.9670, -0.1661, -0.0468], [0.0004, -0.0582, 0.1749], [-0.1692, 0.1423, -0.7067], [-0.9373, -0.2266, 0.3110], [-0.2683, -0.2939, -0.7298], [-0.3148, 0.5885, -0.2749], [-0.3227, 0.0516, 0.1235], [-0.3941, 0.0974, -0.2748], [0.1112, 0.2252, 0.0167], [0.4056, -0.3996, -0.3054], [-0.6778, -0.0687, -0.3542], [1.3356, -1.3150, 2.5145], [-0.4719, 0.9285, -1.9477], [-0.1334, -0.2353, -1.3249], [-1.5531, -0.3999, 1.1215], [2.5238, -0.3686, 0.4144], [-0.0454, -0.6213, 0.9876], [-0.5637, 0.7494, -0.7064], [0.3644, -0.4269, 0.7154], [-1.1031, -0.3329, -0.6596], [-0.0838, 0.7540, -0.4164], [0.1169, -0.3992, -0.2398], [-0.4126, 0.0026, -0.0576], [-0.1409, 0.0610, 0.6080], [0.1031, 0.1145, 0.2917], [0.2938, 0.1977, 0.3981], [-0.1068, 0.0852, -0.8396], [-0.6306, 0.1307, -0.3666], [0.2966, 0.4921, -0.4001], [0.0952, 0.0785, 0.1011], [0.3829, -0.1404, -0.4995], [-0.0500, -0.1821, 0.1031], [0.3246, 0.3053, -0.0807], [0.1857, 0.4350, -0.1668], [0.0223, -0.3304, -0.0010], [-0.2587, 1.3634, 1.5240], [-0.0046, -0.1503, -0.8258], [1.1698, -1.2009, -1.6494], [0.5117, 1.1872, 0.5512], [-0.6004, 0.0403, -0.3309], [0.2051, 0.5216, 0.7236], [-0.5390, -0.9513, -0.8148], [0.6355, -0.4363, 0.6580], [0.1994, 1.4567, -0.4185], [-1.1085, -0.1303, -0.4200], [-0.4422, -0.0987, 0.2036], [0.6910, -0.4912, 0.4874], [-0.1090, 0.3418, 0.4795], [-0.1645, -0.3490, 0.1998], [0.0175, -0.5172, -0.2648], [-0.0626, -0.2174, 0.0402], [0.2502, 0.2029, 0.2296], [0.0917, 0.1757, -0.2815], [0.4033, -0.0326, -0.3128], [-0.1002, -0.4980, 0.3392], [-0.3131, 0.2554, 0.0992], [0.0529, -0.2656, -0.8009], [-0.1167, -0.2654, 0.4678], [-0.4127, 0.0198, 0.1661], [0.5220, 0.6197, -0.9763], [0.2496, -0.7230, 0.6265], [0.9135, -0.4285, 1.4959], [-0.2964, -0.0870, -1.3543], [-0.0912, -0.7889, -0.6888], [1.5473, 0.8312, 0.9103], [-0.5893, -0.1685, 0.8055], [-0.3034, 0.3894, 0.0189], [-1.2188, -1.4269, -0.2505], [-0.6794, 0.4581, 0.3208], [-0.2845, -0.3209, -0.6026], [-0.1543, 0.2726, -0.0225], [-0.3679, -0.2693, 0.3648], [-0.3353, 0.8236, 0.3152], [0.2735, 0.1587, 0.0732], [-0.1733, 0.1293, -0.2278], [0.3522, 0.2988, 0.2437], [0.0849, -0.0469, -0.2509], [-0.5690, -0.5077, -0.4610], [0.5292, -0.3074, 0.2377], [0.3950, 0.2983, -1.0600], [-0.0359, 0.5690, 0.8809], [0.1754, 0.6508, -0.1478], [0.1880, -0.3686, -0.2333], [-0.0575, 0.8309, 0.4176], [-0.6324, 0.1689, -1.3037], [-0.2009, -0.0071, -0.4570], [-1.2086, -0.6503, 0.3950], [0.3249, -0.6625, -1.2323], [1.2573, 0.4656, 2.0109], [1.4963, -1.0080, 0.5004], [1.7282, 0.9707, -0.1890], [-0.6804, -0.3617, -0.0310], [0.3179, 0.3952, 0.0731], [0.3095, -0.5744, 0.2999], [0.1149, -0.2432, 0.2543], [0.1032, -0.2312, -0.1662], [0.4845, -0.3365, 0.2488], [0.3469, 0.4963, 0.5901], [0.1685, 0.1005, -0.1844], [0.0846, 0.1874, -0.2320], [0.0311, 0.2888, -0.2454], [-1.0008, -0.2297, -0.0666], [-1.0378, -0.5189, 0.0261], [-0.4691, 0.2802, 0.1368], [-0.4883, 0.4778, -0.4986], [-0.4380, -0.3596, -0.4968], [-0.6015, 0.5032, 0.1832], [0.0997, 0.1948, 0.9700], [-0.3214, -0.3184, -1.6360], [1.3458, 0.9728, -0.6552], [0.6446, -0.7150, 0.8567], [-2.1313, 1.1398, -1.0998], [-0.0879, 0.2165, 1.2636], [0.8640, 0.3874, 0.4102], [0.3220, -0.6235, 0.6310], [-0.4793, -0.8973, -1.6001], [-0.5619, -0.0132, 0.3435], [0.2251, -0.2697, -0.4878], [-0.2318, 0.1397, 0.4061], [-0.1862, 0.3512, 0.3187], [0.1923, -0.6160, 0.2833], [0.0233, -0.1038, 0.3371], [0.2577, -0.5817, -0.3898], [-0.3021, -0.0947, -0.7724], [0.6990, 0.2992, 0.3428], [0.4292, 0.1934, 0.5987], [-0.6646, -0.1340, -0.2824], [0.2668, 0.0659, -0.2096], [0.1387, 0.1862, 0.2998], [0.0954, 0.4489, -0.2084], [-0.5726, -0.2402, 0.1551], [1.3199, -0.1996, 0.2676], [0.0991, 1.2487, -0.1252], [-1.2051, -1.4340, 0.8565], [2.5631, 0.7760, -2.1372], [-1.4857, -0.0155, -0.0705], [0.8487, 0.9222, 0.1336], [-1.8001, 0.1823, 0.7585], [-0.1468, -0.7154, -0.5900], [0.8376, 0.7100, 0.3612], [-0.4172, -0.3567, -0.5073], [-0.1349, 0.3547, 0.3535], [-0.3226, -0.1804, 0.1092], [-0.0541, -0.5686, 0.3666], [-0.1840, 0.6060, 0.0860], [0.1314, -0.5725, 0.2426], [-0.2951, 0.4851, -0.0615], [0.8496, -0.7371, -0.5337], [-0.0940, -0.2299, 0.7195], [-0.2400, 0.3791, -0.0015], [0.0539, 0.3141, 0.5453], [0.5596, 0.1218, -0.6092], [-0.9077, -0.1717, 0.2504], [-0.3654, -0.3466, 0.0919], [0.3448, -0.5054, -0.4884], [0.6742, 0.5072, -0.1323], [-0.4952, -0.3414, -0.3804], [1.1180, 0.4711, 0.0261], [0.3388, -0.6660, 0.3892], [-0.1200, -0.1664, 0.4134], [-0.3294, 0.1314, -1.2650], [-0.6634, -1.3809, 1.1428], [-1.6522, -0.9416, 0.6219], [0.1115, 1.5688, -1.3986], [-0.0231, -0.0967, 0.0817], [-0.3611, 0.0060, 0.3854], [0.1308, -0.1093, -0.3687], [0.2044, -0.2570, -0.7081], [-0.4676, 0.0856, 0.1740], [-0.5247, -0.1198, 0.7255], [-0.1088, 0.3369, 0.3468], [-0.2760, 0.4913, 0.2022], [0.2499, -0.3109, -0.3265], [-0.0325, 0.7564, 0.3487], [0.2613, -0.0766, 0.1629], [0.1020, 0.4380, -0.1037], [0.4675, 0.5770, -0.0546], [0.7671, 0.1398, 0.3651], [-0.1453, -0.4237, -0.2977]], "mulliken_charge": [0.2580, -0.6664, -0.6382, -0.0219, 0.2533, -0.3324, 0.4501, 0.2532, 0.4449, 0.0289, 0.1934, -0.8469, -0.5641, -0.5961, 0.3907, -0.1466, 0.4186, 0.3332, 0.2050, 0.3269, -0.3293, 0.2863, -1.1769, 0.1582, -0.3057, -0.2130, -1.0767, 0.1991, -0.9554, 0.1226, -0.4752, 0.4826, 0.4454, 0.3374, -0.4143, 0.4830, -0.1194, -0.0455, 0.5118, 0.5205, 0.4066, 0.3001, 0.1728, 0.3660, -0.6790, -0.3571, -0.6898, -0.6302, -0.1141, -0.8470, 0.3964, -0.2213, 0.8433, 0.3187, 0.2575, 0.2508, 0.4274, 0.3035, 0.3511, 0.3292, 0.2635, 0.2346, 0.1737, -0.1520, -0.0482, 0.2788, -0.9364, 0.1777, 0.3035, 0.9001, -1.1258, 1.8604, 1.6377, -1.4095, 0.3272, 0.5166, 0.7386, -1.0560, 0.3625, -0.2415, 0.0025, 0.1003, -0.9010, -0.4545, -0.7053, 0.7260, -0.0477, -0.7327, 0.1689, -0.7139, 0.4890, -0.9052, -0.7590, 0.0740, -1.7247, 1.3690, -0.6154, 0.9007, -0.8938, 0.0054, -0.8035, 0.3143, 0.0067, 0.3549, 0.6005, 0.4676, 0.4717, -0.8757, 0.3217, 0.4766, -0.8543, 0.7139, 0.0494, 0.0921, 0.4738, 0.1829, -0.1259, -0.5353, 1.2593, -1.5324, -0.1597, -0.2379, -1.0461, -0.0964, -0.9219, -0.0502, -0.0209, 0.3914, -0.5291, 0.2625, 0.5096, 0.1628, 0.1857, -0.0531, 0.5136, 0.5537, 0.3869, 0.2587, 0.3217, 0.3600, -0.5757, -0.4569, 0.1546, -1.1084, -0.1828, 1.3115, -1.2244, 0.2752, -0.8458, 0.4079, 0.4143, -0.0593, -0.0988, 0.5460, 0.3767, 0.4191, 0.3811, -0.6003, -0.6705, 0.4409, 0.4086, 0.3803, 0.4186, 0.0172, -0.9671, -0.1886, -0.3495, -0.7664, -0.4329, 0.0297, -0.9655, -0.4570, -0.5643, 0.3102, 0.2685, 0.4486, 0.3772, 0.0947, 0.3887, 0.4089, 0.3667, 0.4131, -0.0525, 0.4425, 0.4205, -0.0159, 0.6068, 0.2411, -0.7302, -0.3241, -0.3573, -0.6686, -0.2577, -0.5820, 0.1719, -0.4497, -0.3406, 0.2513, 0.2763, 0.3047, 0.3335, 0.2519, 0.3938, 0.2908, 0.2581, 0.3590, 0.2382, -0.2526, 0.3291, 0.2930, -0.1555, 0.4190, -0.0734, 0.1068, -0.4293, -1.0842, -0.4521, 0.6938, -1.2267, 0.1149, -0.2482, -0.5754, -0.0037, 0.5595, 0.4643, 0.2736, 0.4045, 0.4258, 0.3527, 0.4340, -0.3557, 0.2799, 0.2804, 0.3383, 0.4347, -0.4262, -0.7416, -0.3158, -0.6764, -0.6827, -0.2521, -1.1800, 0.7962, -0.5217, 0.0104, 0.3036, 0.2542, 0.3073, 0.5309, 0.3352, 0.3342, 0.3850, 0.2496, 0.3532, 0.5099, 0.0611, -0.2470, -0.0834, -0.1322, 0.2532, -1.3704, 0.4504, -1.1799, -1.2055, 1.2179, -0.6654, -0.6768, 0.3016, -0.7787, 0.2065, 0.3502, 0.4279, 0.7677, 0.4835, 0.4668, 0.3677, -0.6337, 0.2079, 0.3445, 0.2806, 0.3242, 0.4751, 0.3435, -0.2856]}